Record 1
ORCA calculation (ωB97M-V/def2-TZVPD) on C3H3ClN2S as an isolated structure.

XYZ file:
```
10
Properties=species:S:1:pos:R:3:forces:R:3
C -2.1624 0.6616 0.3564 -1.28 0.05 0.88
C -0.2454 0.0241 -0.7184 -3.38 -0.92 1.26
C -1.1812 -0.3595 0.3420 2.48 0.82 -1.56
N -2.9052 1.4905 0.6043 -0.62 0.73 -0.21
N 0.6213 0.4596 -1.3633 5.53 0.77 -1.85
S 2.7426 -0.8398 1.0550 -0.36 -0.30 0.71
Cl 3.3967 -0.0646 -0.6236 2.07 -0.06 -0.30
H -0.6558 -0.3431 1.2489 0.74 0.02 2.06
H -1.4491 -1.3490 0.1878 -1.27 -1.74 -0.39
H 1.8384 0.3201 -1.0890 -3.90 0.65 -0.59
```
Positions in Å, forces in eV/Å.

Summary:
Kohn-Sham gap (spin up / spin down) = 4.8 / 7.0 eV
Total energy = -29491.244 eV
Energy relative to the best compared isomer or geometry (same formula, charge and spin) = 65.2 kcal/mol
Spin multiplicity = 3


Record 2
ORCA calculation (ωB97M-V/def2-TZVPD) on a 3-piece molecular cluster, C3H3ClN4O6 overall.

XYZ file:
```
17
Properties=species:S:1:pos:R:3:forces:R:3
C 0.6469 -2.0923 1.6083 -1.36 2.87 2.31
C 0.1897 0.4885 1.8774 -3.04 -0.35 0.06
C 0.0861 -0.8997 1.2603 2.29 -1.69 0.42
N 2.7713 1.9968 -0.7694 0.08 0.79 -0.64
N -0.5609 -0.8088 -0.0482 -1.51 -0.24 0.69
N -1.8048 1.4964 -2.4246 -2.29 -1.77 -0.42
N 2.3471 0.9968 -0.5483 0.98 1.45 0.26
O -0.9764 -1.8022 -0.6027 0.61 0.11 -0.05
O -0.8187 0.3371 -0.3738 0.20 -0.03 -0.88
O -0.7381 1.8496 -2.6551 2.38 1.33 -0.25
O -2.7193 1.9248 -1.8167 0.06 -0.08 -0.06
O 0.9561 0.8936 2.6795 1.70 -0.18 0.68
O 1.9695 -0.0382 -0.1839 -0.43 -1.97 -0.04
Cl -2.1246 -0.1985 -3.3082 -0.26 0.70 0.39
H 1.0051 -2.3004 2.6417 0.16 0.71 -1.00
H 0.4903 -2.9384 1.0381 -0.24 -1.46 -1.46
H -0.7191 1.0948 1.6257 0.66 -0.18 -0.02
```
Positions in Å, forces in eV/Å.

Summary:
Kohn-Sham gap = 9.3 eV
Structure (SMILES) = C=C(C=O)[N+](=O)[O-].O=[N+]([O-])Cl.N#[N+][O-]
Total energy = -33916.966 eV
Energy relative to the best compared isomer or geometry (same formula, charge and spin) = 0.0 kcal/mol


Record 3
ORCA calculation (ωB97M-V/def2-TZVPD) on a 2-piece molecular cluster, C3H3ClO2 overall.

XYZ file:
```
9
Properties=species:S:1:pos:R:3:forces:R:3
C -0.1017 -0.3053 0.6806 -1.10 -0.24 0.50
C -4.2262 0.7268 0.3986 -2.43 1.84 1.71
C 0.0311 -1.5511 0.2707 3.43 4.53 -2.17
O -0.3543 0.7590 1.0714 0.55 -0.28 -0.25
O -5.3349 1.0647 0.1139 -0.04 -0.69 -1.32
Cl -3.3837 -0.6245 -0.0908 0.82 -1.31 -0.88
H -0.5466 -2.2564 0.6288 -2.61 -3.51 1.67
H 0.7450 -1.6284 -0.5487 -0.22 -0.52 0.25
H -3.8424 1.2823 1.2298 1.62 0.17 0.48
```
Positions in Å, forces in eV/Å.

Summary:
Kohn-Sham gap = 10.2 eV
Structure (SMILES) = C=C=O.O=CCl
Total energy = -19775.069 eV
Energy relative to the best compared isomer or geometry (same formula, charge and spin) = 37.4 kcal/mol


Record 4
ORCA calculation (ωB97M-V/def2-TZVPD) on C3H3ClO2 as an isolated structure.

XYZ file:
```
9
Properties=species:S:1:pos:R:3:forces:R:3
C 1.5772 -0.5554 -0.0135 -1.94 1.09 -1.21
C -0.3232 -0.7678 -0.3531 1.08 1.32 -0.99
C -0.9587 0.3749 0.2268 -2.43 2.14 1.09
O 2.4917 0.0842 -0.3569 -0.77 -1.36 0.79
O 0.7922 -1.3171 0.5938 0.84 -0.45 -0.27
Cl -0.0365 2.0982 0.1636 0.12 -0.14 -0.27
H -0.4439 -1.1405 -1.4076 0.59 -0.15 1.78
H -1.1124 0.4595 1.3442 0.31 -0.99 -1.26
H -1.9864 0.7640 -0.1974 2.18 -1.46 0.35
```
Positions in Å, forces in eV/Å.

Summary:
Kohn-Sham gap = 8.9 eV
Total energy = -19772.991 eV
Energy relative to the best compared isomer or geometry (same formula, charge and spin) = 85.3 kcal/mol


Record 5
ORCA calculation (ωB97M-V/def2-TZVPD) on a single C3H3ClO2 molecule.

XYZ file:
```
9
Properties=species:S:1:pos:R:3:forces:R:3
C 0.6523 -1.0192 0.0120 -1.16 1.24 0.42
C -0.6308 -0.1920 0.0440 -0.33 0.24 -0.89
C -0.5999 1.0782 -0.3686 -1.31 -0.26 0.44
H 1.4738 0.2427 1.2165 -0.51 0.67 0.57
H -1.4731 1.7165 -0.5379 0.03 -0.67 0.20
H 0.2991 1.5765 -0.5791 1.31 0.28 -0.12
O 1.6909 -0.2692 0.4510 1.15 -1.32 -0.73
O 0.7372 -2.1052 -0.4502 0.32 -0.24 -0.03
Cl -2.1495 -1.0283 0.2123 0.49 0.05 0.13
```
Positions in Å, forces in eV/Å.

Summary:
Kohn-Sham gap = 10.6 eV
Structure (SMILES) = C=C(Cl)C(=O)O
Total energy = -19776.278 eV
Energy relative to the best compared isomer or geometry (same formula, charge and spin) = 9.5 kcal/mol


Record 6
ORCA calculation (ωB97M-V/def2-TZVPD) on a 3-piece molecular cluster, C3H3ClO3S overall.

XYZ file:
```
11
Properties=species:S:1:pos:R:3:forces:R:3
C 2.7862 1.7675 -1.3693 1.38 -0.28 -1.18
C 0.0565 0.0008 -0.6098 -0.98 0.10 2.84
C 0.2150 0.7045 0.5330 -1.09 -1.64 0.77
O 3.7717 1.2097 -1.2285 -0.82 0.77 -0.33
O 4.2561 -0.2471 1.3335 0.96 -0.21 -0.51
O 2.9983 -1.5487 -0.2269 1.02 -0.11 -0.56
S 4.2943 -1.0006 0.1067 -1.83 -0.08 1.33
Cl 1.6625 1.6527 0.8533 -1.32 -0.29 1.15
H 0.8630 0.0059 -1.2981 0.09 -0.15 -0.97
H -0.8127 -0.7189 -0.6137 1.17 1.00 -0.47
H -0.4657 0.5155 1.4738 1.42 0.88 -2.09
```
Positions in Å, forces in eV/Å.

Summary:
Kohn-Sham gap = 8.8 eV
Total energy = -32657.291 eV
Energy relative to the best compared isomer or geometry (same formula, charge and spin) = 45.7 kcal/mol


Record 7
ORCA calculation (ωB97M-V/def2-TZVPD) on a single C3H3ClOS molecule.

XYZ file:
```
9
Properties=species:S:1:pos:R:3:forces:R:3
C -0.4201 0.1618 0.9276 -0.86 -1.75 1.77
C -0.1052 1.1424 -0.1976 0.67 0.79 0.46
C 0.7992 -1.0917 -0.8963 0.03 0.29 3.78
O -0.0053 0.8529 -1.3581 -1.02 0.56 -0.09
S -0.5081 -1.5818 0.2074 0.86 1.83 -0.83
Cl 1.1851 -2.0953 -2.0696 0.29 -2.30 -2.63
H -1.4117 0.3071 1.4555 0.77 0.32 -1.06
H 0.2565 0.1333 1.8508 -0.23 0.47 -1.76
H 0.2097 2.1713 0.0803 -0.51 -0.21 0.36
```
Positions in Å, forces in eV/Å.

Summary:
Kohn-Sham gap = 7.8 eV
Total energy = -28560.512 eV
Energy relative to the best compared isomer or geometry (same formula, charge and spin) = 84.7 kcal/mol


Record 8
ORCA calculation (ωB97M-V/def2-TZVPD) on a single C3H3ClS molecule.

XYZ file:
```
8
Properties=species:S:1:pos:R:3:forces:R:3
C 1.1769 1.6387 0.8459 0.27 0.40 0.09
C -0.8340 0.7177 -1.3333 -0.19 -0.44 -0.04
C -0.0067 -1.0897 0.5507 0.75 1.47 -0.40
S 0.0238 0.7359 0.2093 -0.41 -0.99 -0.24
Cl -0.4388 2.0399 -2.2214 0.04 0.87 -0.63
H -0.0308 -0.9593 1.5893 0.33 -0.79 1.65
H 0.9387 -1.4257 0.1528 0.15 -0.34 0.20
H -0.8291 -1.6575 0.2067 -0.94 -0.18 -0.63
```
Positions in Å, forces in eV/Å.

Summary:
Kohn-Sham gap (spin up / spin down) = 6.5 / 6.3 eV
Total energy = -26508.246 eV
Energy relative to the best compared isomer or geometry (same formula, charge and spin) = 177.9 kcal/mol


Record 9
ORCA calculation (ωB97M-V/def2-TZVPD) on a 2-piece molecular cluster, C3H3ClS overall.

XYZ file:
```
8
Properties=species:S:1:pos:R:3:forces:R:3
C -0.7720 -1.8233 0.2302 0.97 0.94 0.29
C 0.1038 -1.0053 -0.0074 -1.09 -0.39 0.63
C -0.1009 3.0118 -0.9842 -0.30 0.56 2.26
S -1.3162 2.6279 -1.9430 -0.17 0.47 0.49
Cl 1.4858 2.5181 -1.3464 1.08 -0.11 -0.12
H -1.5374 -2.5153 0.6163 0.92 0.72 -0.76
H -0.0654 3.5196 0.0989 -0.61 -0.94 -2.61
H 0.8119 -0.1595 -0.0856 -0.80 -1.24 -0.19
```
Positions in Å, forces in eV/Å.

Summary:
Kohn-Sham gap = 8.8 eV
Structure (SMILES) = S=CCl.C#C
Total energy = -26513.810 eV
Energy relative to the best compared isomer or geometry (same formula, charge and spin) = 49.6 kcal/mol


Record 10
ORCA calculation (ωB97M-V/def2-TZVPD) on C3H3CoO4 as an isolated structure.

XYZ file:
```
11
Properties=species:S:1:pos:R:3:forces:R:3
C 1.1249 0.0558 -2.5497 1.35 1.30 -0.94
C 1.8685 0.8403 -1.5170 0.60 0.05 -0.26
O 1.5795 0.7369 -0.3258 -0.40 -0.26 -0.20
O 0.1674 -0.7548 -2.0106 -0.47 -0.03 1.23
H 1.9106 -0.4917 -3.1204 -0.51 -0.08 0.09
H 2.7164 1.4769 -1.8254 -0.31 -0.05 0.15
Co 0.0319 -0.5214 -0.2090 -0.59 -0.26 0.46
O -0.9812 -0.5984 1.2745 0.61 -2.26 -2.77
O -1.8928 0.0559 3.2333 1.39 -0.23 -2.27
C -1.2004 0.1761 2.2519 -1.59 2.44 4.29
H 0.7327 0.8164 -3.2740 -0.08 -0.62 0.22
```
Positions in Å, forces in eV/Å.

Summary:
Kohn-Sham gap (spin up / spin down) = 6.8 / 6.1 eV
Total energy = -48964.190 eV
Total charge = +1
Energy relative to the best compared isomer or geometry (same formula, charge and spin) = 0.0 kcal/mol
Spin multiplicity = 6